Run one
C6H10S2 in the gas phase. Source: the Open Molecules 2025 dataset; level of theory: ωB97M-V with the def2-TZVPD basis set.

Its multiplicity is 1. As for the SMILES: C/C=C/C(=S)SCC. As for the HOMO-LUMO gap: 7.767 eV.

Last column: Mulliken charge in e.
Atoms and positions in Å:
C -3.79773 -0.34659 -0.23248  -0.931
C -2.58706 0.51732 0.25318  -0.268
C 0.31176 0.66323 -0.23765  0.465
C 1.47229 -0.10530 -0.07896  -0.517
C 2.70927 0.40938 -0.15458  0.128
C 3.75965 -0.60272 0.02508  -0.874
H -4.21600 -0.86206 0.61535  0.303
H -3.52187 -1.29949 -0.85756  0.256
H -4.80962 0.11231 -0.87060  0.242
H -2.76204 0.66055 1.55702  0.230
H -2.09853 1.62244 -0.11978  0.290
H 1.47149 -1.23365 -0.05613  0.032
H 2.87335 1.43243 -0.10763  0.405
H 4.35842 -0.21231 0.87811  0.232
H 4.59135 -0.92075 -0.80228  0.258
H 3.19191 -1.58156 0.31760  0.274
S -0.99604 -0.54060 -0.04464  -0.163
S 0.04940 2.28736 -0.08407  -0.361

---

Run two
C6H10S2 in the gas phase. Source: the Open Molecules 2025 dataset; level of theory: ωB97M-V with the def2-TZVPD basis set.

Its multiplicity is 1. As for the SMILES: S[C@@H]1[C@H]2C[C@H]2C[C@@H]1S. As for the HOMO-LUMO gap: 9.906 eV.

Last column: Mulliken charge in e.
Atoms and positions in Å:
C -0.83413 -0.72057 0.71213  -0.305
C 0.52181 -1.28327 0.58585  -0.716
C 1.29905 -0.46388 -0.53708  -0.145
C 1.66200 0.94740 -0.08245  -0.926
C 0.29267 0.71452 -0.69667  -0.104
C -0.71563 0.79465 0.37593  -0.218
H -1.44630 -1.51453 -1.37144  0.147
H -1.16300 -0.92732 1.76249  0.382
H 0.45065 -2.27158 0.22071  0.362
H 0.99722 -1.19692 1.61639  0.317
H 1.79541 -1.12912 -1.17685  0.446
H 1.60261 1.28586 0.92646  0.213
H 2.47207 1.54506 -0.65573  0.238
H -0.01479 1.02351 -1.67929  0.409
H -0.14070 1.32061 1.28704  0.128
H -2.42412 1.39136 -1.05283  0.128
S -2.31004 -1.47035 -0.30853  -0.189
S -2.04477 1.95459 0.07386  -0.167

---

Run three
C6H10S2 in the gas phase. Source: the Open Molecules 2025 dataset; level of theory: ωB97M-V with the def2-TZVPD basis set.

Its multiplicity is 1. As for the SMILES: C[C@@H]1SC[C@@H]2C[C@H]2S1. As for the HOMO-LUMO gap: 9.019 eV.

Last column: Mulliken charge in e.
Atoms and positions in Å:
C 1.95448 -0.83694 1.19266  -1.063
C 1.35042 -0.59224 -0.24972  0.006
C -0.42978 1.91992 0.30229  -0.368
C -1.36517 0.69770 -0.06809  -0.697
C -2.52857 -0.13104 0.39406  -0.501
C -1.18399 -0.64804 0.57477  -0.071
H 1.41160 -0.47079 2.07798  0.299
H 1.81519 -2.03733 1.47617  0.273
H 3.11486 -0.69257 1.13862  0.302
H 2.31796 -0.88410 -0.88797  0.318
H -0.70350 2.83315 -0.36998  0.305
H -0.33928 2.24530 1.46931  0.288
H -1.01217 0.66800 -1.06790  0.515
H -2.95070 0.49606 1.33744  0.187
H -3.25198 -0.46859 -0.29410  0.317
H -0.70970 -0.74404 1.58336  0.265
S 1.13151 1.28392 -0.48694  -0.172
S -0.28630 -1.49649 -0.72172  -0.205

---

Which one sits at the top of the stability order? run two does.

---

Run one
A molecular structure, C42H35Cl2CsN4O7. Source: the Open Molecules 2025 dataset; level of theory: ωB97M-V with the def2-TZVPD basis set.

The total charge is -2. Its multiplicity is 1. As for the HOMO-LUMO gap: 4.604 eV.

Last column: Mulliken charge in e.
Atoms and positions in Å:
Cs -0.12446 -0.47154 -0.93050  1.010
O -2.28007 -1.37381 0.00991  -0.916
C -3.36278 -1.83622 -0.45479  -0.262
C -3.76008 -3.19686 -0.23569  0.181
C -4.97527 -3.68892 -0.65278  -0.475
C -5.89105 -2.87865 -1.33469  -0.761
C -5.52122 -1.56983 -1.60438  -0.532
C -4.29259 -1.03224 -1.21988  0.961
C -3.99778 0.33297 -1.65614  -0.998
N -2.84301 0.87705 -1.66217  0.429
N -2.82271 2.17044 -2.18330  -0.734
C -1.59665 2.57299 -2.44221  0.036
O -0.49447 1.97539 -2.30129  -0.697
C -1.52979 3.97654 -3.01990  0.022
C -0.27911 4.49857 -3.33903  0.000
C -0.14901 5.77913 -3.86156  -0.529
C -1.27560 6.56163 -4.07530  -0.403
C -2.53016 6.04634 -3.76461  -0.558
C -2.65641 4.76705 -3.24344  -0.210
H -3.06003 -3.82912 0.29988  0.303
H -5.22372 -4.72618 -0.44256  0.386
H -6.85220 -3.26375 -1.65474  0.340
H -6.20345 -0.92579 -2.15589  0.256
H -4.84561 0.90333 -2.06206  0.166
H 0.57717 3.85401 -3.17187  0.395
H 0.83388 6.16918 -4.10783  0.339
H -1.17965 7.56187 -4.48245  0.354
H -3.41632 6.64880 -3.93209  0.358
H -3.62192 4.34763 -2.99461  0.451
O 3.49606 -0.90168 1.20907  -0.729
H 2.68109 -1.43733 1.16183  0.485
H 3.31077 -0.15696 0.61741  0.371
C -0.02057 3.70302 0.36195  -0.484
O 1.07323 4.61764 0.61381  -0.633
C 2.21843 3.98004 0.99786  0.483
C 2.46716 3.69184 2.32917  -0.384
C 3.65730 3.08323 2.69828  -0.629
C 4.60990 2.78296 1.73485  -0.761
C 4.37199 3.07783 0.40317  -0.013
C 3.16755 3.65314 0.02884  -0.202
N 2.88391 4.00151 -1.30685  0.118
C 3.36940 3.47428 -2.43212  -0.608
C 3.91026 2.22915 -2.67087  0.890
C 4.54178 2.00706 -3.94395  -0.797
C 4.96306 0.78099 -4.32008  -0.577
C 4.74146 -0.33986 -3.44790  -0.423
C 4.11238 -0.20903 -2.26102  -0.776
C 3.63471 1.08635 -1.79751  0.738
O 2.95828 1.20826 -0.77339  -0.532
H -0.24010 3.13171 1.26670  0.314
H 0.20904 3.03280 -0.46458  0.172
H -0.87656 4.31603 0.09139  0.231
H 1.70785 3.93656 3.06093  0.475
H 3.83385 2.82876 3.73517  0.364
H 5.53050 2.28861 2.01553  0.374
H 5.09919 2.82210 -0.35739  0.520
H 2.23838 4.77608 -1.40020  0.469
H 3.29436 4.14984 -3.28191  0.198
H 4.67767 2.85934 -4.60244  0.346
H 5.43868 0.62871 -5.28006  0.364
H 5.06655 -1.32248 -3.77119  0.387
H 3.91547 -1.05235 -1.61048  0.420
Cl -2.83943 -2.22252 2.98452  -0.102
C -1.71658 -2.28379 4.28908  1.009
C -2.01512 -1.58679 5.45144  -0.756
C -1.08211 -1.49254 6.46945  -0.372
C 0.15751 -2.09430 6.32335  -0.537
C 0.43003 -2.81365 5.17324  0.541
Cl 1.98634 -3.57247 5.03022  -0.242
C -0.49447 -2.95602 4.12768  -1.168
N -0.14399 -3.66701 2.98646  0.472
C -0.91408 -4.65345 2.39987  0.901
C -1.99157 -5.23856 3.07025  -0.535
C -2.76186 -6.21940 2.46855  -0.655
C -2.45758 -6.65530 1.18972  -0.850
C -1.34813 -6.11750 0.54971  -0.628
C -0.55010 -5.13946 1.12749  0.810
C 0.71638 -4.72564 0.41372  -1.753
C 0.88364 -3.23975 0.02858  1.190
O 0.81813 -2.95870 -1.17537  -0.873
O 1.12010 -2.42350 0.97180  -1.022
H -2.97176 -1.08721 5.52093  0.431
H -1.31163 -0.93189 7.36651  0.347
H 0.91438 -2.01996 7.09175  0.400
H 0.54329 -3.19671 2.36021  0.106
H -2.23853 -4.89889 4.06861  0.431
H -3.61087 -6.63011 3.00251  0.363
H -3.06687 -7.40152 0.69570  0.362
H -1.08463 -6.46440 -0.44319  0.276
H 0.78135 -5.29885 -0.50930  0.422
H 1.57921 -4.98827 1.03842  0.349

---

Run two
A molecular structure, C42H35Cl2CsN4O7. Source: the Open Molecules 2025 dataset; level of theory: ωB97M-V with the def2-TZVPD basis set.

The total charge is -2. Its multiplicity is 1. As for the HOMO-LUMO gap: 5.002 eV.

Last column: Mulliken charge in e.
Atoms and positions in Å:
Cs -0.10605 0.99029 1.60649  1.136
O 1.55404 0.18799 3.26259  -0.736
C 1.76294 -0.54643 4.28107  0.360
C 2.89452 -0.35410 5.12876  -0.688
C 3.16487 -1.16631 6.20839  -0.340
C 2.32737 -2.23311 6.53532  -0.697
C 1.21102 -2.44414 5.73797  -0.457
C 0.90149 -1.65279 4.63404  0.748
C -0.28920 -2.04852 3.86711  -1.045
N -0.70804 -1.47633 2.80658  0.256
N -1.86828 -2.05952 2.28293  -0.512
C -2.21094 -1.53695 1.12106  -0.250
O -1.67142 -0.65466 0.40671  -0.514
C -3.51428 -2.12224 0.58769  0.211
C -4.20345 -3.15177 1.22444  -0.176
C -5.38368 -3.64551 0.69069  -0.607
C -5.90050 -3.11497 -0.48563  -0.288
C -5.22306 -2.08552 -1.12366  -0.713
C -4.03759 -1.59718 -0.59061  -0.272
H 3.55262 0.46824 4.87146  0.368
H 4.04797 -0.96951 6.81054  0.328
H 2.53406 -2.87153 7.38509  0.366
H 0.54102 -3.26959 5.96612  0.268
H -0.83863 -2.92158 4.24060  0.171
H -3.78697 -3.54479 2.14191  0.431
H -5.90816 -4.44845 1.19787  0.362
H -6.82671 -3.49986 -0.89807  0.347
H -5.61911 -1.65727 -2.03756  0.373
H -3.48346 -0.79644 -1.06283  0.482
O 2.80718 1.40010 -1.17324  -0.425
H 2.88601 0.44878 -0.97929  0.466
H 2.46803 1.76180 -0.34730  0.225
C 1.76288 -0.85430 -4.10810  -0.502
O 3.05776 -1.19257 -4.64579  -0.626
C 4.05990 -0.82531 -3.77503  0.396
C 4.64985 0.42341 -3.85057  -0.088
C 5.64326 0.77401 -2.94926  -0.517
C 6.04382 -0.12960 -1.97625  -0.723
C 5.46354 -1.38555 -1.90134  -0.253
C 4.46712 -1.73492 -2.79967  -0.284
N 3.88778 -3.01733 -2.82034  0.051
C 3.70256 -3.87550 -1.79007  -0.769
C 3.49702 -3.62466 -0.46090  1.088
C 3.53616 -4.75202 0.45023  -0.788
C 3.26449 -4.59851 1.75649  -1.014
C 2.87100 -3.30450 2.26463  0.372
C 2.75284 -2.22448 1.46694  -0.406
C 3.05466 -2.30949 0.04412  0.092
O 2.91173 -1.34808 -0.72039  -0.471
H 1.68654 0.22362 -3.96502  0.172
H 1.60715 -1.34973 -3.14800  0.190
H 1.02844 -1.19121 -4.83658  0.299
H 4.29331 1.11799 -4.59997  0.452
H 6.08230 1.76155 -2.98911  0.360
H 6.80089 0.14849 -1.25489  0.378
H 5.75757 -2.08295 -1.12889  0.469
H 3.62652 -3.32860 -3.74245  0.354
H 3.70453 -4.91874 -2.10116  0.310
H 3.80883 -5.72212 0.04671  0.302
H 3.30368 -5.44078 2.43504  0.376
H 2.62393 -3.20517 3.31465  0.217
H 2.36933 -1.28517 1.86032  0.409
Cl -2.62229 6.40606 -1.37332  -0.272
C -1.47263 5.16072 -1.78716  0.840
C -0.13601 5.49600 -1.66142  -0.625
C 0.85224 4.60046 -2.01529  -0.478
C 0.48784 3.35801 -2.50877  -0.663
C -0.84675 3.03900 -2.61118  1.123
Cl -1.25721 1.43735 -3.18857  -0.306
C -1.88832 3.90149 -2.23739  -0.793
N -3.19952 3.46673 -2.38974  -0.117
C -4.26046 3.72020 -1.44851  -0.200
C -5.34583 4.47056 -1.88428  -0.544
C -6.42873 4.69096 -1.05416  -0.482
C -6.42808 4.13767 0.22060  -0.693
C -5.35996 3.36963 0.64402  -0.844
C -4.25407 3.13611 -0.17611  0.592
C -3.11287 2.31373 0.34401  0.915
C -2.20118 3.13982 1.30528  0.116
O -2.74608 3.53511 2.34798  -0.878
O -1.00479 3.25407 0.95387  -0.698
H 0.10814 6.47291 -1.26793  0.356
H 1.89572 4.85453 -1.89179  0.393
H 1.22476 2.61045 -2.76207  0.252
H -3.19566 2.48635 -2.63925  0.438
H -5.30439 4.89026 -2.88128  0.414
H -7.26510 5.28802 -1.39756  0.364
H -7.26850 4.30178 0.88478  0.379
H -5.35042 2.94451 1.63858  0.439
H -2.50524 1.90330 -0.46020  -0.214
H -3.50758 1.47827 0.92427  0.165

---

Which one sits at the top of the stability order? run one does.

---

Run one
C3H4IN3 in the gas phase. Source: the Open Molecules 2025 dataset; level of theory: ωB97M-V with the def2-TZVPD basis set.

Its multiplicity is 1. As for the SMILES: Nn1cncc1I. As for the HOMO-LUMO gap: 8.986 eV.

Last column: Mulliken charge in e.
Atoms and positions in Å:
C 0.67283 0.97406 1.91675  0.012
C -0.45153 1.00974 0.12651  -0.002
C 1.09818 -0.05065 1.10989  -0.104
N -0.31074 1.60702 1.27179  -0.612
N 0.35355 -0.04111 -0.02253  0.311
N 0.35945 -0.95058 -1.14568  -0.901
I 2.63649 -1.45700 1.10091  0.036
H 0.95764 1.14317 3.02198  0.309
H -1.13619 1.45122 -0.57031  0.409
H 0.04672 -1.88221 -0.72350  0.309
H 1.33206 -1.15329 -1.29607  0.233

---

Run two
C3H4IN3 in the gas phase. Source: the Open Molecules 2025 dataset; level of theory: ωB97M-V with the def2-TZVPD basis set.

Its multiplicity is 1. As for the HOMO-LUMO gap (spin up / spin down): 6.631 / 8.400 eV.

Last column: Mulliken charge in e.
Atoms and positions in Å:
C 0.24726 0.83369 -0.53607  -0.422
C -0.30385 1.93789 0.04756  0.057
C 0.12197 -0.45022 0.05571  0.877
N -1.06349 2.09787 1.01423  -0.489
N -0.57463 -0.50054 1.23703  -0.553
N 0.63864 -1.55421 -0.45217  -0.461
I -1.25943 -2.15416 1.99003  0.087
H 0.88958 0.98221 -1.42985  0.208
H 0.10142 2.76309 -0.42137  0.372
H 1.12629 -1.49723 -1.26895  0.189
H 0.07623 -2.45840 -0.23613  0.132

---

Which one sits at the top of the stability order? run one does.